This record from OMol25 describes a gas-phase ion, C22H19N2O (charge +1). The level of theory is ωB97M-V with the def2-TZVPD basis set.

```
44
Properties=species:S:1:pos:R:3:forces:R:3
C 1.647674 -0.132181 1.244859 -0.13 0.42 0.92
C 0.429559 0.452752 0.518909 1.69 -0.18 -2.37
N 0.760308 0.251000 -0.938914 -0.72 -0.29 1.30
C 0.639425 1.255504 -1.888914 0.00 0.12 -0.53
C 0.341230 2.618742 -1.697186 -0.06 -0.70 -0.06
C 0.282097 3.430204 -2.831782 0.01 -0.42 0.11
C 0.523388 2.879259 -4.115454 -0.10 0.10 0.17
C 0.841698 1.519372 -4.286428 -0.08 0.49 -0.25
C 0.928559 0.696800 -3.160049 -0.41 0.94 0.01
C 1.271862 -0.694055 -2.969202 -0.21 0.17 0.42
C 1.211430 -0.940761 -1.573307 0.12 0.70 -0.44
C 1.695159 -2.147915 -1.075094 -0.28 -0.19 0.14
C 2.020884 -3.158241 -1.976168 -0.05 0.24 -0.16
C 1.978139 -2.933063 -3.355345 0.03 -0.23 -0.20
C 1.649249 -1.688158 -3.865498 -0.10 0.18 0.27
H 1.800565 0.458840 2.138950 0.35 0.06 0.27
H 1.515460 -1.158345 1.579265 -0.16 -0.07 -0.06
H 2.542648 -0.104067 0.609567 -0.38 0.21 0.27
H 0.389212 1.524573 0.656425 -0.18 0.10 0.18
H 0.168456 2.985673 -0.676518 0.03 0.15 -0.65
H 0.027226 4.489542 -2.681844 0.23 -0.55 -0.37
H 0.446062 3.557603 -4.974985 0.10 -0.49 0.32
H 1.013661 1.096611 -5.294754 -0.07 0.42 0.70
H 1.861706 -2.298802 -0.021889 -0.21 -0.23 0.04
H 2.324701 -4.133163 -1.605135 0.04 0.21 -0.02
H 2.229219 -3.737320 -4.039819 0.03 0.08 0.13
H 1.675334 -1.459422 -4.928900 0.04 -0.21 0.18
O -0.754726 -0.800562 6.061751 0.80 -0.68 -0.68
C -1.324004 -0.550947 4.859462 -0.59 0.77 0.06
C -0.744676 -0.849430 3.603860 -0.04 0.84 0.06
C -1.261005 -0.249863 2.450210 0.17 0.01 0.64
C -2.478533 0.454820 2.585518 0.73 -1.18 0.77
N -2.995986 0.568476 1.291852 -0.75 0.02 -1.57
C -2.233686 0.048852 0.370924 1.54 1.06 0.24
C -0.874085 -0.297923 0.944222 -1.13 -0.42 1.56
C -3.180421 0.579462 3.789139 0.09 -0.22 -0.30
C -2.569727 0.109648 4.949602 0.23 0.31 -0.95
H 0.165142 -1.131609 5.964605 -0.81 0.20 0.06
H 0.105491 -1.503095 3.591650 0.46 -0.06 -0.16
H -3.922591 0.981378 1.110487 0.57 -0.42 -0.04
H -2.458264 -0.029283 -0.678177 -0.43 0.32 -0.15
H -0.463502 -1.228856 0.611361 -0.88 -1.40 -0.04
H -4.203792 0.969606 3.788924 0.48 0.05 0.16
H -3.020544 0.298344 5.913818 0.06 -0.20 0.03
```
Positions in Å, forces in eV/Å.

Results
HOMO level   -10.4360 eV
SMILES string   C[C@H]([C@@H]1C=[NH+]c2ccc(O)cc21)n1c2ccccc2c2ccccc21
ΔE to the lowest compared entry with this formula, charge and spin   82.9 kJ/mol
HOMO-LUMO gap   5.80 eV
Electronic energy   -1034.2439 a.u.
Charge   +1

Atom charges from the Mulliken analysis, given in e for atoms 1 to 4: C -1.7516; C 0.0393; N 0.5072; C 0.4802